{
  "formula": "C7H6NO7Yb",
  "method": "ωB97M-V with the def2-TZVPD basis set",
  "total_charge": 2,
  "total_energy_ev": -54690.4668,
  "s2": 0.76,
  "spin_multiplicity": 2,
  "homo_lumo_gap_ev": [7.8, 6.9],
  "relative_energy_kj_mol": 15.7,
  "lumo_ev": [-7.72, -8.57],
  "elements": ["O", "C", "Yb", "O", "C", "C", "O", "C", "O", "C", "O", "H", "N", "C", "C", "O", "O", "H", "H", "H", "H", "H"],
  "positions_angstrom": [[1.132082, 1.509124, -3.704093], [1.326100, 1.066969, -2.652438], [0.628748, 0.979898, -0.058735], [-1.654421, 1.791469, -2.662729], [-1.086344, 1.390408, -1.740147], [-1.403205, 0.022796, 1.149630], [-2.208028, -0.259847, 1.917171], [1.407342, -1.132984, 0.821616], [1.677317, -2.197738, 1.179997], [-0.231899, -1.309165, -1.250393], [-1.031543, -2.116310, -1.604903], [0.886405, -1.565277, -1.548759], [2.652465, 2.309417, 4.009103], [1.732041, 3.171808, 3.169463], [1.236289, 2.343537, 1.992993], [1.851884, 1.229996, 1.823915], [0.278712, 2.708816, 1.211119], [2.252945, 1.474366, 4.482203], [3.032336, 2.877525, 4.781552], [3.438675, 1.970247, 3.429041], [0.917341, 3.520673, 3.810703], [2.358058, 3.995074, 2.810793]],
  "atomic_forces_ev_per_a": [[1.1, -2.0, 4.2], [-0.5, 2.1, -4.6], [0.2, -0.9, -1.5], [2.0, -1.7, 3.7], [-3.4, 2.3, -4.2], [-3.0, -0.8, 3.1], [2.6, 0.8, -2.6], [1.5, -5.4, 1.7], [-0.9, 4.1, -1.2], [-0.5, -2.8, -1.8], [1.3, 2.0, 1.0], [-0.9, 0.4, 0.2], [0.5, 0.0, 0.5], [-0.2, -0.3, 0.2], [-0.7, -0.5, -0.9], [-0.2, 1.4, 0.7], [1.8, 0.7, 2.4], [-0.2, 0.5, -0.7], [0.1, -0.1, -0.3], [-0.4, 0.1, 0.3], [0.1, 0.1, -0.3], [-0.4, 0.1, 0.1]]
}

{
  "formula": "C7H6NOPS",
  "method": "ωB97M-V with the def2-TZVPD basis set",
  "total_charge": 0,
  "total_energy_ev": -31011.9760,
  "spin_multiplicity": 1,
  "homo_lumo_gap_ev": 6.9,
  "lumo_ev": -1.31,
  "elements": ["C", "C", "C", "C", "C", "C", "C", "N", "O", "P", "S", "H", "H", "H", "H", "H", "H"],
  "positions_angstrom": [[0.460027, 0.556873, -2.485113], [0.736899, 0.336919, -3.639896], [-0.820362, 1.871638, 0.539804], [0.182207, 0.946728, -1.171755], [0.098344, 1.157189, 1.251866], [0.464716, -2.512059, -5.309853], [0.250583, 1.065600, 2.732601], [-0.758128, 1.744584, -0.798700], [-1.027714, 0.894389, 3.305806], [0.872715, -1.023264, -5.886178], [1.115004, 0.262688, 0.173214], [-1.574691, 2.500462, 0.976242], [0.433575, -3.369092, -5.963860], [0.221537, -2.706226, -4.279808], [0.908401, 0.220588, 2.978257], [0.719822, 1.987118, 3.114690], [-0.948644, 0.923507, 4.263671]],
  "atomic_forces_ev_per_a": [[0.2, 0.2, -0.6], [0.2, -2.2, -3.1], [0.4, -0.2, 0.8], [0.6, -0.5, 1.2], [0.1, -0.2, -0.2], [0.2, 0.9, 0.1], [0.4, 0.1, 0.1], [-0.5, 0.3, -0.8], [-0.4, 0.0, 0.1], [-0.3, 1.0, 2.8], [-0.9, 0.6, -0.3], [-0.1, 0.1, 0.1], [0.0, -0.1, -0.3], [0.0, 0.0, 0.2], [0.0, 0.1, 0.0], [0.0, -0.2, -0.1], [0.0, 0.0, 0.0]]
}

Please write out number 1 again, unchanged.
{
  "formula": "C7H6NO7Yb",
  "method": "ωB97M-V with the def2-TZVPD basis set",
  "total_charge": 2,
  "total_energy_ev": -54690.4668,
  "s2": 0.76,
  "spin_multiplicity": 2,
  "homo_lumo_gap_ev": [7.8, 6.9],
  "relative_energy_kj_mol": 15.7,
  "lumo_ev": [-7.72, -8.57],
  "elements": ["O", "C", "Yb", "O", "C", "C", "O", "C", "O", "C", "O", "H", "N", "C", "C", "O", "O", "H", "H", "H", "H", "H"],
  "positions_angstrom": [[1.132082, 1.509124, -3.704093], [1.326100, 1.066969, -2.652438], [0.628748, 0.979898, -0.058735], [-1.654421, 1.791469, -2.662729], [-1.086344, 1.390408, -1.740147], [-1.403205, 0.022796, 1.149630], [-2.208028, -0.259847, 1.917171], [1.407342, -1.132984, 0.821616], [1.677317, -2.197738, 1.179997], [-0.231899, -1.309165, -1.250393], [-1.031543, -2.116310, -1.604903], [0.886405, -1.565277, -1.548759], [2.652465, 2.309417, 4.009103], [1.732041, 3.171808, 3.169463], [1.236289, 2.343537, 1.992993], [1.851884, 1.229996, 1.823915], [0.278712, 2.708816, 1.211119], [2.252945, 1.474366, 4.482203], [3.032336, 2.877525, 4.781552], [3.438675, 1.970247, 3.429041], [0.917341, 3.520673, 3.810703], [2.358058, 3.995074, 2.810793]],
  "atomic_forces_ev_per_a": [[1.1, -2.0, 4.2], [-0.5, 2.1, -4.6], [0.2, -0.9, -1.5], [2.0, -1.7, 3.7], [-3.4, 2.3, -4.2], [-3.0, -0.8, 3.1], [2.6, 0.8, -2.6], [1.5, -5.4, 1.7], [-0.9, 4.1, -1.2], [-0.5, -2.8, -1.8], [1.3, 2.0, 1.0], [-0.9, 0.4, 0.2], [0.5, 0.0, 0.5], [-0.2, -0.3, 0.2], [-0.7, -0.5, -0.9], [-0.2, 1.4, 0.7], [1.8, 0.7, 2.4], [-0.2, 0.5, -0.7], [0.1, -0.1, -0.3], [-0.4, 0.1, 0.3], [0.1, 0.1, -0.3], [-0.4, 0.1, 0.1]]
}